# 1
{"formula": "C5H7FN2O6", "method": "the ωB97M-V functional and the def2-TZVPD basis", "elements": ["C", "C", "C", "C", "C", "N", "N", "O", "O", "O", "O", "O", "O", "F", "H", "H", "H", "H", "H", "H", "H"], "xyz": [[1.5000, -1.1313, -0.5055], [0.4270, 0.0208, 1.3170], [0.5181, -1.1893, 0.6942], [1.9132, 0.3230, -0.4921], [-1.9488, 0.0325, -0.5377], [-1.9481, 1.2877, -0.0866], [-2.5507, -1.1140, 0.1986], [-2.2271, 1.7562, 1.0133], [-2.6414, -0.9674, 1.3948], [-1.5070, 2.1343, -1.0943], [-2.6276, -2.0763, -0.5477], [1.1779, 0.9811, 0.6283], [3.2965, 0.4115, -0.2316], [-1.4798, -0.2264, -1.7605], [2.4662, -1.8144, -0.3021], [1.0998, -1.6047, -1.4278], [-1.0344, 2.9082, -0.7251], [0.1778, 0.3393, 2.2624], [0.3292, -2.0587, 1.1819], [1.6667, 0.8926, -1.5021], [3.3927, 1.0955, 0.5227]], "atomic_forces_ev_per_a": [[0.601, -2.279, 1.108], [2.984, -2.128, -3.922], [1.490, 3.352, -0.208], [-0.435, 1.410, -1.201], [-0.440, 1.173, 0.050], [0.399, -1.074, -0.363], [2.566, 1.536, -1.532], [0.048, -0.358, -0.444], [-0.937, -0.915, -0.407], [0.125, 0.335, -0.711], [-0.898, -0.215, 1.448], [0.033, -0.324, -1.061], [-0.285, 1.822, 1.905], [-0.619, 0.211, 1.205], [-2.042, 1.618, -0.107], [-0.015, 0.955, 0.367], [-0.394, -0.642, 0.662], [-1.205, 0.446, 1.782], [-1.114, -2.481, 1.094], [0.314, -0.916, 2.187], [-0.175, -1.526, -1.851]], "lowdin_charge": [-0.102, -0.089, -0.055, -0.371, -0.177, -0.234, -0.318, 0.056, 0.119, 0.092, 0.108, -0.077, -0.029, 0.144, 0.164, 0.113, 0.148, 0.107, 0.072, 0.181, 0.150], "de_lowest_ev": 1.891, "homo_lumo_gap_ev": 7.99, "e_homo_ha": -0.331, "e_lumo_ev": -1.0}



# 2
{"formula": "C5H7FO", "method": "the ωB97M-V functional and the def2-TZVPD basis", "elements": ["C", "C", "O", "C", "C", "C", "F", "H", "H", "H", "H", "H", "H", "H"], "xyz": [[-1.4829, -0.1809, 0.6357], [-0.7738, 0.8351, 1.0998], [0.0029, 1.6916, 0.3790], [0.5191, 1.3253, -0.8274], [1.1559, 0.1978, -1.1193], [1.4167, -0.9295, -0.1717], [2.5364, -1.6211, -0.5656], [-2.0987, -0.7634, 1.2958], [-1.4851, -0.4441, -0.4084], [-0.7992, 1.1469, 2.1348], [0.4289, 2.1111, -1.5662], [1.5556, 0.0573, -2.1095], [1.6019, -0.5765, 0.8485], [0.5918, -1.6566, -0.1569]], "atomic_forces_ev_per_a": [[0.056, 0.064, -0.123], [-0.340, -0.063, 0.180], [0.190, 0.097, 0.217], [0.250, -0.102, -0.699], [-0.064, -0.104, 0.562], [-0.544, 0.076, 0.302], [0.674, -0.262, -0.342], [-0.055, -0.008, 0.215], [0.047, -0.046, -0.169], [0.015, -0.030, 0.037], [-0.076, 0.043, 0.046], [-0.019, 0.114, -0.225], [-0.191, -0.005, -0.088], [0.057, 0.225, 0.087]], "lowdin_charge": [0.017, -0.216, -0.043, -0.151, -0.054, -0.222, -0.050, 0.059, 0.066, 0.120, 0.123, 0.111, 0.125, 0.114], "de_lowest_ev": 1.240, "homo_lumo_gap_ev": 10.11, "e_homo_ha": -0.335, "e_lumo_ev": 1.0}



# 3
{"formula": "C5H7FO", "method": "the ωB97M-V functional and the def2-TZVPD basis", "elements": ["F", "C", "C", "C", "C", "O", "C", "H", "H", "H", "H", "H", "H", "H"], "xyz": [[2.2361, -0.4932, 1.2674], [1.5079, -0.8931, 0.2267], [0.3437, -0.2526, 0.0099], [-0.1710, 1.0115, 0.5790], [-1.5670, 1.1118, -0.0820], [-1.6397, 0.2551, -1.1786], [-0.7146, -0.8011, -0.9750], [1.9162, -1.7556, -0.3067], [0.4820, 1.8631, 0.2604], [-0.1782, 1.0524, 1.6425], [-2.3210, 0.8600, 0.6936], [-1.7294, 2.1215, -0.4061], [-1.2284, -1.6589, -0.4583], [-0.3420, -1.1427, -1.9546]], "atomic_forces_ev_per_a": [[1.085, 0.252, 0.464], [-2.101, 0.640, -0.334], [1.041, -2.034, -1.379], [0.420, 0.832, -1.233], [-0.143, 0.388, 1.738], [0.571, -0.296, -0.396], [0.091, -0.483, 0.682], [-0.259, 0.287, 0.272], [-0.432, -0.640, 0.105], [-0.238, -0.125, 0.905], [0.091, 0.001, -0.461], [-0.382, 0.464, -0.280], [0.310, 0.555, -0.517], [-0.054, 0.161, 0.434]], "lowdin_charge": [0.017, -0.113, -0.192, -0.108, -0.213, -0.120, -0.146, 0.124, 0.139, 0.108, 0.127, 0.111, 0.135, 0.130], "de_lowest_ev": 0.735, "homo_lumo_gap_ev": 10.10, "e_homo_ha": -0.335, "e_lumo_ev": 1.0}



# 4
{"formula": "C5H7FO", "method": "the ωB97M-V functional and the def2-TZVPD basis", "elements": ["C", "C", "O", "C", "C", "C", "F", "H", "H", "H", "H", "H", "H", "H"], "xyz": [[0.2709, -2.1254, -0.7200], [0.1817, -0.9064, -0.2061], [1.0152, -0.4478, 0.7156], [0.8368, 0.9510, 0.9059], [-0.6266, 1.1495, 0.5961], [-0.7355, 0.2153, -0.6539], [-0.1480, 0.8537, -1.7540], [0.9444, -2.9355, -0.4035], [-0.5268, -2.3718, -1.4161], [1.1258, 1.2310, 1.9535], [1.4842, 1.4759, 0.1887], [-0.8690, 2.2239, 0.3182], [-1.1970, 0.8107, 1.4775], [-1.7561, -0.1241, -1.0019]], "atomic_forces_ev_per_a": [[-0.865, -0.645, -0.090], [-0.239, -0.409, -1.245], [1.316, 0.147, 1.478], [0.563, 0.562, 0.677], [-0.469, 1.226, -1.132], [-1.008, -0.400, 0.535], [-0.084, 0.128, 0.237], [-0.232, 0.782, -0.101], [0.314, -0.166, -0.058], [-0.230, -0.404, -0.999], [-0.141, 0.034, 0.253], [0.131, -1.344, 0.465], [-0.155, 0.055, -0.688], [1.100, 0.431, 0.667]], "lowdin_charge": [0.083, -0.371, -0.024, -0.181, -0.094, -0.240, -0.012, 0.075, 0.061, 0.141, 0.127, 0.141, 0.128, 0.165], "de_lowest_ev": 0.406, "homo_lumo_gap_ev": 9.86, "e_homo_ha": -0.326, "e_lumo_ev": 1.0}



# 5
{"formula": "C5H7FO2", "method": "the ωB97M-V functional and the def2-TZVPD basis", "elements": ["C", "C", "C", "C", "C", "O", "O", "F", "H", "H", "H", "H", "H", "H", "H"], "xyz": [[1.2809, 1.1690, 0.3511], [1.7081, -0.0401, 0.0915], [-0.2720, 1.4523, 0.2777], [-0.9005, 0.2904, -0.5022], [-0.7031, -1.0623, 0.0242], [-0.7409, -1.4497, 1.3120], [-0.6147, -2.1324, -0.7983], [2.9911, -0.4323, -0.0287], [1.9958, 1.9386, 0.5802], [-0.5534, 1.4979, 1.3564], [-0.5111, 2.3943, -0.1708], [-2.0081, 0.4537, -0.5862], [-0.3429, 0.2828, -1.3915], [-0.5071, -2.3338, 1.1881], [-0.8221, -2.0282, -1.7035]], "atomic_forces_ev_per_a": [[-0.556, 0.799, -0.396], [-2.572, -1.915, -0.894], [2.210, -1.442, 2.158], [-1.941, 0.709, 1.718], [3.907, -0.356, 0.156], [-1.407, 2.846, -1.746], [-0.399, -0.175, 2.588], [0.269, 0.417, 0.460], [-0.031, 0.766, 0.089], [-0.513, -0.056, -0.826], [-0.079, 0.441, -0.429], [0.685, 0.061, -0.346], [0.026, -0.027, -1.715], [0.668, -2.920, 0.684], [-0.267, 0.854, -1.502]], "lowdin_charge": [-0.155, -0.173, -0.172, -0.166, -0.332, 0.159, 0.122, -0.034, 0.081, 0.115, 0.093, 0.150, 0.106, 0.095, 0.113], "de_lowest_ev": 3.709, "homo_lumo_gap_ev": [7.24, 7.35], "e_homo_ha": [-0.254, -0.259], "e_lumo_ev": [0.3, 0.3]}



# 6
{"formula": "C5H7HgO3", "method": "the ωB97M-V functional and the def2-TZVPD basis", "elements": ["O", "C", "C", "O", "O", "C", "H", "H", "H", "H", "Hg", "C", "H", "H", "C", "H"], "xyz": [[0.1830, 1.5466, 0.1162], [-0.2729, 1.5959, -1.1277], [-0.4386, 2.5350, 0.9976], [1.8289, -2.4890, -0.2808], [-1.0924, 2.5926, -1.2338], [-1.3264, 3.2943, 0.0269], [0.3653, 3.1334, 1.4356], [-0.9849, 1.9939, 1.7753], [-1.0375, 4.3398, -0.1166], [-2.3949, 3.2236, 0.2520], [1.7708, -0.4015, 0.4747], [0.3553, -4.2894, -0.7976], [-0.1105, -3.7541, -1.6315], [0.0440, -5.3103, -0.5685], [1.3469, -3.7032, -0.0767], [1.7639, -4.3075, 0.7549]], "atomic_forces_ev_per_a": [[-0.568, 0.359, 0.030], [0.449, -0.132, -0.003], [0.033, 0.158, 0.056], [0.282, -1.301, -0.747], [-0.569, 0.315, -0.189], [-0.053, 0.224, 0.210], [-0.224, -0.130, -0.068], [0.140, 0.130, -0.164], [-0.083, -0.257, 0.024], [0.268, 0.029, -0.074], [0.392, -0.576, 0.504], [0.162, 0.416, -0.114], [0.086, -0.229, 0.362], [0.199, 0.324, -0.174], [-0.571, 0.210, 0.656], [0.057, 0.460, -0.309]], "lowdin_charge": [-0.330, -0.138, -0.124, -0.438, -0.041, -0.107, 0.127, 0.127, 0.128, 0.128, 0.886, 0.008, 0.055, 0.044, -0.423, 0.097], "de_lowest_ev": 1.432, "homo_lumo_gap_ev": [8.42, 5.52], "e_homo_ha": [-0.290, -0.272], "multiplicity": 2, "e_lumo_ev": [0.5, -1.9]}



# 7
{"formula": "C5H7IO4", "method": "the ωB97M-V functional and the def2-TZVPD basis", "elements": ["C", "C", "C", "C", "C", "O", "O", "O", "O", "I", "H", "H", "H", "H", "H", "H", "H"], "xyz": [[0.9292, -0.6556, -0.7948], [-1.2233, 1.6772, 0.8259], [-1.4839, 2.0464, -0.5688], [0.0262, 0.5007, -0.5682], [1.6057, -2.6765, 0.0873], [1.4521, -1.0034, -1.8300], [-0.1304, 0.8183, 0.7045], [-0.7156, 1.1482, -1.3380], [1.0480, -1.3766, 0.3370], [-4.4339, -0.0538, 0.0282], [-0.9663, 2.5164, 1.4775], [-2.0408, 1.1201, 1.2943], [-2.6854, 1.8117, -0.6910], [-1.0542, 3.0329, -0.8054], [0.7567, -3.2390, -0.3674], [1.9289, -3.2112, 1.1146], [2.4924, -2.6566, -0.5230]], "atomic_forces_ev_per_a": [[1.790, -2.774, -0.939], [-0.895, 0.832, 2.003], [-3.893, 2.108, -0.352], [-1.001, 0.604, 3.796], [-0.239, -2.207, 2.278], [-1.126, 1.500, 0.550], [2.364, -1.880, -1.426], [0.984, -1.542, -2.008], [-0.075, 1.082, -0.322], [0.533, 0.268, -0.028], [0.133, -0.131, -0.164], [-0.127, -0.175, -0.214], [2.461, 0.618, -0.524], [-0.852, -0.207, -0.252], [1.023, 0.030, 0.175], [-1.112, 1.673, -2.189], [0.029, 0.201, -0.382]], "lowdin_charge": [-0.353, -0.165, -0.142, -0.144, -0.023, 0.177, 0.125, 0.179, -0.010, -0.396, 0.153, 0.055, 0.039, 0.152, 0.120, 0.151, 0.082], "de_lowest_ev": 2.555, "homo_lumo_gap_ev": 4.53, "e_homo_ha": -0.264, "e_lumo_ev": -2.7}



# 8
{"formula": "C5H7LiO3Pm", "method": "the ωB97M-V functional and the def2-TZVPD basis", "elements": ["C", "C", "H", "H", "H", "O", "Pm", "O", "C", "O", "C", "C", "H", "H", "H", "H", "Li"], "xyz": [[1.9686, -1.7641, -0.6766], [2.3943, -2.1604, -1.8632], [1.9211, -2.3669, 0.2275], [2.9557, -3.0899, -1.9364], [2.0185, -1.6878, -2.7803], [1.2445, -0.5613, -0.5854], [-1.4012, -0.3262, 3.0608], [0.1106, -1.1291, 1.2878], [0.3885, -0.3380, 0.3947], [-0.1518, 0.8303, 0.2025], [-1.1281, 1.3563, 1.2436], [-2.3465, 1.8215, 0.4756], [-0.5828, 2.2311, 1.6254], [-2.1873, 2.7842, -0.0393], [-3.1619, 1.9701, 1.1983], [-2.6875, 1.0809, -0.2610], [0.6451, 1.3492, -1.5740]], "atomic_forces_ev_per_a": [[0.406, -1.932, -0.311], [-0.861, 0.018, 0.100], [0.583, 0.432, -0.049], [-0.122, 0.232, -0.031], [0.783, 0.051, 0.302], [-1.436, 1.324, 0.727], [0.681, -0.081, -1.145], [-1.103, 0.266, 1.899], [1.361, -0.691, -2.024], [-0.625, 0.759, 0.682], [0.458, 0.083, -0.835], [-0.403, -0.410, 0.343], [-0.034, -0.214, 0.501], [0.012, -0.257, 0.268], [-0.072, 0.235, -0.262], [0.050, 0.111, 0.226], [0.320, 0.073, -0.393]], "lowdin_charge": [-0.114, 0.144, 0.141, 0.112, 0.105, 0.046, 2.238, -0.014, -0.592, -0.061, -0.308, -0.060, 0.126, 0.122, 0.100, 0.108, 0.906], "de_lowest_ev": 0.000, "homo_lumo_gap_ev": [4.79, 6.72], "e_homo_ha": [-0.723, -0.723], "multiplicity": 5, "charge": 3, "e_lumo_ev": [-14.9, -12.9]}



# 9
{"formula": "C5H7N", "method": "the ωB97M-V functional and the def2-TZVPD basis", "elements": ["C", "C", "C", "C", "C", "N", "H", "H", "H", "H", "H", "H", "H"], "xyz": [[-2.8658, -0.5375, 0.0729], [-1.8125, 0.0348, -0.0174], [-0.5320, 0.7444, -0.1114], [0.6049, 0.0090, 0.5630], [1.9555, 0.0694, -0.0355], [1.1759, -1.1746, -0.0639], [-3.7908, -1.0691, 0.1471], [-0.6249, 1.7512, 0.3244], [-0.2936, 0.8930, -1.1707], [0.4966, -0.0793, 1.6410], [2.0831, 0.6429, -0.9543], [2.8396, 0.0418, 0.5888], [0.7642, -1.3259, -0.9840]], "atomic_forces_ev_per_a": [[0.221, 0.017, -0.039], [-0.345, -0.059, 0.144], [-0.021, 0.193, -0.111], [-0.095, 0.028, 0.100], [0.110, 0.108, -0.064], [-0.030, -0.046, -0.254], [0.211, 0.149, -0.015], [-0.056, -0.269, -0.069], [0.026, -0.026, 0.053], [0.089, 0.022, -0.086], [-0.127, -0.143, 0.137], [-0.051, -0.026, 0.045], [0.068, 0.050, 0.159]], "lowdin_charge": [0.107, -0.143, -0.187, -0.347, -0.149, 0.023, 0.025, 0.125, 0.118, 0.137, 0.104, 0.094, 0.092], "de_lowest_ev": 2.950, "homo_lumo_gap_ev": 10.73, "e_homo_ha": -0.356, "e_lumo_ev": 1.1}



# 10
{"formula": "C5H7N", "method": "the ωB97M-V functional and the def2-TZVPD basis", "elements": ["C", "C", "C", "C", "C", "N", "H", "H", "H", "H", "H", "H", "H"], "xyz": [[-2.5613, 0.3524, 0.1167], [-1.2593, -0.1374, -0.3265], [-0.1554, -0.4918, -0.6746], [1.2638, -0.1569, -0.7749], [1.7573, 0.1582, 0.5833], [2.4772, -0.7848, -0.2528], [-3.2743, 0.2437, -0.7014], [-2.5226, 1.4154, 0.4009], [-2.9120, -0.2055, 0.9908], [1.5050, 0.5038, -1.6016], [1.1306, -0.2988, 1.3492], [2.1676, 1.1360, 0.8030], [2.3837, -1.7344, 0.0880]], "atomic_forces_ev_per_a": [[-0.137, -0.118, -0.087], [0.390, -0.331, -0.246], [-0.437, 0.340, 0.184], [-0.172, 0.353, -0.059], [0.251, 0.198, 0.308], [-0.029, -0.433, -0.021], [-0.203, 0.041, 0.177], [0.146, -0.331, -0.159], [-0.024, 0.031, -0.191], [-0.123, 0.006, 0.110], [0.213, 0.423, 0.024], [0.374, -0.174, 0.049], [-0.248, -0.005, -0.090]], "lowdin_charge": [-0.105, -0.090, -0.002, -0.332, -0.166, 0.023, 0.073, 0.084, 0.077, 0.133, 0.109, 0.102, 0.092], "de_lowest_ev": 3.517, "homo_lumo_gap_ev": 9.80, "e_homo_ha": -0.325, "e_lumo_ev": 1.0}



| no. | largest force on an atom (eV Å⁻¹) |
| --- | --- |
| 1 | 5.37 |
| 2 | 0.80 |
| 3 | 2.67 |
| 4 | 1.98 |
| 5 | 3.93 |
| 6 | 1.53 |
| 7 | 4.44 |
| 8 | 2.54 |
| 9 | 0.38 |
| 10 | 0.58 |